Entry 1:
Formula: C34H76O14
Source: the Open Molecules 2025 dataset
Level of theory: ωB97M-V/def2-TZVPD

Results
Expectation value of S² ... 0.751
E_HOMO (spin up / spin down) ... 0.1 / -7.1 eV
Calculated total energy ... -2394.2502 Ha
Lowest unoccupied orbital energy (spin up / spin down) ... 2.05 / 2.02 eV
2S+1 ... 2
Total charge ... -1

XYZ file:
```
124
Properties=species:S:1:pos:R:3:mulliken_charge:R:1
H -2.65 -4.14 -2.50 0.36
H 0.83 -3.96 2.14 -0.74
H -0.05 -1.96 5.26 0.27
H -6.17 -1.63 -1.78 0.40
H -2.06 2.50 -0.49 -0.53
C 1.87 -4.09 1.84 0.82
H 4.59 3.38 0.23 0.34
H -1.29 2.75 -2.45 -0.37
C -3.00 -3.11 -2.49 -0.85
C -3.15 -3.56 1.91 -0.43
H 3.01 -7.20 3.10 0.42
H 4.22 -0.88 -1.08 0.24
H -3.16 2.24 -5.05 0.29
H -0.30 -0.19 2.45 0.49
H 1.50 -6.72 3.69 0.27
O 4.55 -2.53 -2.95 -0.60
O -0.94 2.40 5.40 -0.37
C -5.09 -1.64 -1.64 -0.89
H 1.34 4.54 5.81 0.55
H -2.28 -4.88 -0.37 0.54
O -1.40 -0.30 -0.49 -0.56
H 1.97 -3.70 0.82 -0.26
C 0.10 2.94 5.09 1.00
H 1.85 2.83 6.29 0.34
H 0.46 -1.55 1.48 -0.27
H -4.15 -3.74 2.29 0.52
H 2.65 5.91 -1.13 0.30
O 0.42 -3.41 -1.75 -0.19
H -2.76 -0.05 3.52 -0.06
C 1.05 3.54 6.11 -1.56
C 2.39 -6.31 3.23 -1.19
O 1.32 -3.46 4.89 -0.41
H 3.93 0.20 -5.80 0.34
C 3.56 1.08 -3.79 0.82
H -3.40 1.46 -0.50 -0.16
H 2.88 -5.64 3.93 0.26
C 2.26 -5.58 1.85 0.40
H 1.08 3.88 0.40 -0.37
H -2.59 3.89 -5.77 0.36
O 2.34 -6.18 0.78 -0.56
C -0.62 3.11 -3.24 0.32
C -2.27 -4.74 1.73 0.58
C 4.00 -4.37 -1.57 -1.00
H 2.84 1.72 -5.63 0.27
H 2.93 -4.61 -1.55 0.01
H 4.51 1.80 -5.40 0.41
H 1.29 0.52 -0.34 -0.89
C -2.59 3.16 -4.96 -1.02
C -1.16 2.63 -4.63 0.60
H -0.39 -2.68 -3.54 0.31
C 1.69 6.35 -1.40 -1.37
H -0.58 4.19 -3.22 0.52
H -2.91 3.62 -4.03 0.20
O -1.93 -5.46 2.66 -0.65
C 3.67 1.11 -5.27 -1.39
H -3.03 -2.71 -3.50 0.54
H 1.35 -2.56 -3.34 0.42
H 0.37 2.70 -3.06 -0.22
H -3.30 2.58 -1.79 0.27
C 4.15 -2.91 -1.86 0.87
C 0.40 -2.48 -2.81 -0.56
H -0.21 -2.98 3.77 -0.10
O -4.85 2.74 0.90 -0.71
H -2.28 -2.56 -1.88 0.02
H -4.65 -0.76 -2.12 0.27
C 3.88 -1.88 -0.80 -0.46
H 0.39 -1.48 -2.39 -0.07
H 2.44 -3.56 2.59 0.46
C 0.47 5.69 -0.82 0.82
H 1.01 -1.67 3.91 0.72
C -1.51 -4.74 0.39 -0.72
H -4.24 0.21 4.31 0.35
O -0.53 1.89 -5.39 -0.61
H -0.56 4.04 3.35 0.28
C 0.47 -2.45 4.44 -1.34
H -4.45 5.21 1.03 0.38
H 2.15 -2.99 5.05 0.39
H 4.40 -4.63 -0.60 0.35
H 0.74 1.53 1.08 0.00
H 2.37 0.33 -2.18 -0.60
H 4.47 -2.13 0.08 0.64
C 0.46 1.06 0.14 1.38
H 3.61 2.86 -1.76 0.19
C 2.34 0.34 -3.27 0.12
H -3.27 1.54 3.57 0.30
C -0.39 -0.88 1.61 1.44
O -0.62 5.92 -1.33 -0.53
H 1.22 3.62 3.40 0.17
C -3.68 0.54 3.43 -0.43
H -0.92 -3.85 0.19 -0.13
H 2.58 -0.62 -3.74 0.40
H -2.69 4.88 1.20 0.02
H -0.40 4.68 0.80 -0.58
H 0.75 -4.25 -2.07 0.16
C -0.51 -0.09 0.37 -1.12
C -3.57 4.76 0.57 -0.93
C 0.20 3.30 3.61 -0.06
C -3.13 2.49 -0.72 0.59
H -2.58 -2.96 2.62 -0.02
H -4.95 -1.32 -0.61 0.09
H 1.13 5.46 1.27 0.61
H -3.26 5.17 -0.38 0.29
H -4.63 1.02 1.80 0.32
H -1.26 -1.54 1.71 -0.36
O 4.28 1.71 -3.06 -0.71
H 1.47 0.85 -3.67 0.35
C -3.88 3.27 0.32 0.60
O -4.25 0.23 2.17 -0.43
H -0.02 2.38 3.07 -0.94
H 1.72 6.33 -2.49 0.31
O -5.11 -4.11 -1.69 -0.62
C -4.45 -3.06 -1.82 0.72
C 0.63 4.86 0.49 0.32
H 2.81 -1.78 -0.61 -0.47
H 0.12 1.81 -0.57 -0.17
H 3.15 2.71 1.00 0.56
H 4.22 1.67 -0.12 -0.02
H 1.67 7.37 -1.01 0.38
H 0.36 3.57 6.95 0.32
O 2.98 3.02 -1.05 0.28
C 3.79 2.65 0.12 -1.38
H -0.82 -5.59 0.44 0.36
H 4.45 -4.95 -2.37 0.38
H -3.17 -2.95 1.01 -0.06
```



Entry 2:
Formula: C6H11N
Source: the Open Molecules 2025 dataset
Level of theory: ωB97M-V/def2-TZVPD

Results
E_HOMO ... -7.1 eV
Calculated total energy ... -289.9191 Ha
Structure (SMILES) ... CC1=C(N)C[C@@H]1C
Lowest unoccupied orbital energy ... 1.01 eV
Energy above the lowest of the compared OMol25 structures with the same formula, charge and spin ... 33.0 kcal per mole
Total charge ... 0

XYZ file:
```
18
Properties=species:S:1:pos:R:3:mulliken_charge:R:1
C 0.37 1.08 -0.59 0.26
H -2.02 0.02 1.54 0.31
C 0.55 -0.89 0.12 0.55
H -1.14 -2.13 -0.47 0.34
H 1.47 -0.98 0.71 0.23
C -0.24 0.37 0.40 -0.09
H -0.71 0.63 2.47 0.28
N 0.47 2.33 -0.96 -0.45
H 1.91 -0.21 -1.59 0.34
H -0.46 -2.51 1.13 0.35
C 0.87 -0.19 -1.27 -0.74
H 0.23 3.10 -0.34 0.20
H 0.24 -0.56 -2.09 0.24
H -1.59 1.76 1.40 0.33
H 0.41 -2.99 -0.34 0.38
C -0.21 -2.20 0.11 -1.50
C -1.20 0.75 1.50 -1.24
H 1.08 2.62 -1.73 0.20
```



Entry 3:
Formula: C33H84ClFO19
Source: the Open Molecules 2025 dataset
Level of theory: ωB97M-V/def2-TZVPD

Results
E_HOMO ... -9.9 eV
Calculated total energy ... -3297.1363 Ha
Lowest unoccupied orbital energy ... 0.58 eV
Total charge ... 0

XYZ file:
```
138
Properties=species:S:1:pos:R:3:mulliken_charge:R:1
H -3.15 1.34 -0.84 0.29
H -0.06 -1.10 -0.29 -0.38
H -4.07 -0.16 -5.60 0.28
C -2.62 0.00 0.78 1.67
O -1.50 3.37 -1.43 -0.26
H -8.15 6.20 -6.85 0.26
H 0.92 4.77 -1.04 0.01
O 6.21 -0.28 -2.42 -0.49
H -7.44 -2.36 2.31 0.28
H -1.56 1.14 -5.62 0.19
O -3.14 -0.13 -5.38 -0.52
C 6.54 1.04 -2.84 -0.49
H -2.72 1.16 -6.96 0.27
H 1.54 -2.80 1.94 0.77
H -6.78 -0.85 0.01 0.14
C 3.24 -0.91 2.84 0.10
H 5.62 5.54 -3.14 0.29
H 2.46 -6.01 5.41 0.25
O 1.91 2.97 -0.68 -0.07
H 5.81 1.75 -2.44 0.09
H 1.20 -0.45 -3.46 0.44
H 3.96 -2.59 -1.34 0.15
C 4.04 -4.96 5.83 -0.53
H -1.29 5.25 -0.56 0.17
O 2.65 -5.08 5.55 -0.44
O 3.33 -1.77 1.70 -0.56
H 2.72 -2.71 3.85 0.57
H 3.07 -3.76 0.28 0.65
H -2.53 -0.21 -2.70 0.40
C 2.66 0.48 2.53 -0.86
H 5.52 4.15 -2.04 0.26
H 3.93 -6.31 -1.49 0.26
O 1.67 1.45 -3.08 -0.57
H 5.34 -0.46 -2.78 0.29
H 4.63 -5.33 4.99 0.26
H -4.62 -0.25 1.45 0.20
C 2.58 -1.64 4.03 -0.01
C 2.91 -2.32 -1.27 -1.08
O -3.67 5.58 1.30 -0.46
H 5.87 -5.90 -0.26 0.26
H -6.61 7.75 -7.66 0.29
H -4.15 3.56 -8.18 0.26
C 1.14 0.69 2.69 1.68
C 1.88 4.40 -0.68 -0.35
O -3.88 3.66 -7.26 -0.46
H 6.17 -5.95 -2.02 0.27
C -2.07 -1.62 3.39 1.57
C 2.28 -3.07 -0.03 0.35
H -2.19 -2.67 3.09 0.37
H -7.74 -2.34 0.00 0.26
H 3.67 3.49 -3.29 0.32
O -6.28 6.86 -7.49 -0.50
H 2.50 -8.86 7.81 0.28
H -2.06 5.23 -2.17 0.31
H -2.94 4.64 -0.75 0.15
H -1.12 0.35 -1.78 -0.04
C -1.70 -1.74 -1.46 -1.46
H 0.57 -0.24 2.75 -1.48
C -3.36 -0.88 3.06 -1.17
H -3.30 6.68 3.03 0.30
H -3.86 -1.79 1.13 0.22
C -3.48 5.02 -7.07 -0.25
H -0.78 -3.97 -0.75 0.50
H 1.45 -8.77 5.73 0.27
H -2.41 -2.23 -0.79 0.65
H -2.55 0.97 1.28 0.40
F -0.52 -3.16 1.03 -0.20
C -1.77 -1.62 4.91 -1.45
H -1.64 -0.46 0.86 -1.46
O 3.08 -0.21 -2.53 -0.27
C 5.64 -5.42 -1.22 -0.53
C -7.38 5.96 -7.59 -0.52
H 1.79 2.67 -1.59 0.16
H 0.80 -8.32 7.92 0.26
H 3.20 1.21 3.14 0.74
H 1.90 -0.41 -0.82 -0.03
H 1.51 -1.49 4.14 -0.51
H -0.70 -1.61 5.09 0.29
C -3.04 0.27 -0.69 -1.08
C 1.79 -8.08 7.52 -0.52
O -0.34 2.20 3.96 -0.52
O 4.24 -5.40 -1.47 -0.42
H 2.68 4.80 -1.30 0.16
H 0.39 -1.88 -1.87 0.05
H -7.01 4.96 -7.40 0.21
H -1.94 6.47 1.91 0.22
H 2.02 4.73 0.34 0.25
H -2.64 5.26 -7.72 0.27
O 3.93 4.42 -3.36 -0.53
H -4.43 5.15 1.70 0.28
H 2.41 -2.72 -2.16 0.18
C 5.32 4.50 -3.06 -0.61
C 3.33 -1.40 5.33 0.30
C -0.23 -1.93 -0.98 0.92
H 6.57 1.11 -3.93 0.28
O 1.53 1.42 4.94 -0.49
H -3.37 0.13 3.49 0.45
H -4.00 -0.19 -0.91 0.20
C -0.08 -3.28 -0.28 -0.51
H -4.19 -1.43 3.52 0.26
H 2.11 -7.13 7.94 0.21
C -2.62 1.11 -5.88 -0.47
H 7.53 1.28 -2.44 0.32
C -7.48 -1.46 0.58 -0.49
C 1.92 0.27 -3.04 -0.01
O 4.51 -1.53 5.42 -0.49
C 0.83 1.44 3.97 0.08
H 5.99 -4.39 -1.19 0.20
Cl 2.43 -0.98 6.80 -0.21
C -3.68 -0.80 1.56 -0.43
H -1.22 -1.24 2.83 -1.21
H -4.31 5.70 -7.28 0.06
H -3.17 5.13 -6.03 0.14
H 2.92 0.71 1.50 -0.03
H -2.46 5.11 2.93 0.16
H 4.27 -3.91 5.99 0.17
H 4.30 -5.51 6.74 0.29
H -1.08 1.58 3.96 0.29
C -1.97 4.70 -1.22 -0.50
H -2.25 -0.77 5.39 0.37
H -2.15 -2.54 5.35 0.38
H -7.82 5.99 -8.59 0.26
H -1.77 -2.27 -2.41 0.49
H 3.65 -0.45 -0.57 0.58
C -2.80 5.98 2.36 -0.47
H -3.12 1.95 -5.42 0.25
C 2.08 -2.17 1.21 -0.26
O 1.16 -3.88 -0.35 -0.53
O 1.74 -7.94 6.10 -0.48
H -8.38 -0.87 0.78 0.29
H -0.63 3.43 -1.85 0.16
C -2.03 -0.26 -1.73 -0.23
O -6.83 -1.82 1.80 -0.43
H 4.28 -0.76 3.14 0.71
H 5.91 3.90 -3.77 0.27
H 1.42 -1.33 1.00 -0.47
H 0.79 1.30 1.86 0.36
C 2.84 -0.80 -1.20 -0.01
```



Entry 4:
Formula: C6H10O
Source: the Open Molecules 2025 dataset
Level of theory: ωB97M-V/def2-TZVPD

Results
E_HOMO ... -8.8 eV
Calculated total energy ... -309.8127 Ha
Structure (SMILES) ... C/C=C(/C)CC=O
Lowest unoccupied orbital energy ... 0.96 eV
Energy above the lowest of the compared OMol25 structures with the same formula, charge and spin ... 18.6 kcal per mole
Total charge ... 0

XYZ file:
```
17
Properties=species:S:1:pos:R:3:mulliken_charge:R:1
C 0.59 1.84 -0.04 0.16
C -0.90 -0.34 1.80 -1.24
H -0.20 -0.92 2.40 0.35
H -1.57 1.65 0.07 0.35
O 1.61 1.67 -0.66 -0.47
H 0.58 2.46 0.88 0.31
H 0.48 -2.24 -1.87 0.37
H -1.85 -0.89 1.79 0.27
H 0.26 -0.53 -2.25 0.25
H -1.09 0.61 2.30 0.35
H -0.84 1.00 -1.42 0.30
C -0.71 1.11 -0.34 -0.89
H 1.86 -1.14 -1.82 0.29
C 0.80 -1.23 -1.60 -1.14
C 0.45 -1.06 -0.15 -0.34
C -0.40 -0.19 0.38 0.78
H 0.93 -1.77 0.52 0.29
```



Entry 5:
Formula: C24H28N2O3
Source: the Open Molecules 2025 dataset
Level of theory: ωB97M-V/def2-TZVPD

Results
E_HOMO ... -8.8 eV
Calculated total energy ... -1265.7331 Ha
Lowest unoccupied orbital energy ... -0.51 eV
Energy above the lowest of the compared OMol25 structures with the same formula, charge and spin ... 563.7 kcal per mole
Total charge ... 0

XYZ file:
```
57
Properties=species:S:1:pos:R:3:mulliken_charge:R:1
N 2.85 1.31 -0.26 0.30
C 4.00 1.57 0.16 -0.57
H 2.18 -1.75 -1.53 1.05
O -0.65 0.08 -2.54 -0.74
H 2.08 -1.16 -0.04 0.40
C -2.14 -1.98 1.38 -0.27
H 5.52 -1.21 0.95 0.95
O 1.89 2.74 1.26 -0.74
H -2.68 2.06 2.34 0.20
C -4.37 1.83 0.92 -0.76
C 1.81 1.88 0.32 -0.34
H 3.98 -0.83 1.54 0.16
H -2.93 -4.53 -0.89 0.12
H -2.59 -4.20 1.85 0.45
N -0.18 0.35 -0.03 1.43
H -2.15 -1.89 2.64 0.20
H 5.97 0.69 0.60 0.36
C -0.18 -0.29 1.09 -0.33
H -2.83 -0.22 0.38 -0.63
C 2.67 0.25 -1.35 -0.75
H 3.90 1.64 1.40 0.36
C -3.00 -1.33 0.25 0.34
H 0.11 1.80 -1.25 0.96
H -4.09 -1.46 0.87 0.28
H -1.87 2.53 -1.99 -0.12
C -0.91 -1.86 -0.69 -2.62
H 3.90 -2.71 -0.27 1.17
H -0.57 -2.56 -0.99 2.20
H -0.55 2.50 1.82 0.18
C 4.72 -0.92 0.60 -1.12
H -4.23 2.15 -2.53 0.53
C -0.68 -0.45 -0.99 0.37
H 4.59 -1.67 -1.48 0.16
H 3.42 0.45 -2.08 0.71
H -2.90 -1.72 -1.71 0.50
C -0.79 2.41 0.57 -0.08
C -2.96 2.07 1.18 -0.14
C -4.74 1.78 -0.40 -0.54
O 0.05 -0.05 2.29 -0.64
H 5.45 0.56 -0.87 0.57
C -2.28 2.39 0.11 0.62
H 0.01 -2.63 1.27 0.73
H -5.11 1.71 1.77 0.32
C -3.91 2.21 -1.55 -0.97
C -2.51 -3.54 0.94 -0.63
C -0.72 -2.03 0.83 -0.30
C -2.67 -3.51 -0.23 -0.67
H 1.74 0.29 -2.06 0.22
C -2.55 -2.21 -0.77 0.49
H -0.47 3.52 0.24 0.29
C -2.74 2.39 -1.09 0.23
C 3.92 -1.82 -0.32 -1.64
H -5.72 1.83 -0.78 0.48
C 4.99 0.62 0.03 -1.24
C 0.11 1.72 -0.05 -0.79
H 4.26 2.48 -0.07 0.56
C 2.57 -1.27 -0.80 -1.24
```



Entry 6:
Formula: C2H6NO3S
Source: the Open Molecules 2025 dataset
Level of theory: ωB97M-V/def2-TZVPD

Results
E_HOMO (spin up / spin down) ... -2.0 / -4.3 eV
Calculated total energy ... -758.3843 Ha
Lowest unoccupied orbital energy (spin up / spin down) ... 3.72 / 3.74 eV
Energy above the lowest of the compared OMol25 structures with the same formula, charge and spin ... 100.5 kcal per mole
Total charge ... -1

XYZ file:
```
13
Properties=species:S:1:pos:R:3:mulliken_charge:R:1
O 2.10 -0.33 -1.30 -0.62
O -3.11 0.83 -0.10 -0.57
C 1.34 1.35 0.17 -0.79
H -0.83 -0.69 0.08 -0.06
N 1.36 -0.10 -0.23 0.37
H 0.98 1.95 -0.67 0.25
H 0.56 -1.11 1.31 0.33
C 0.42 -0.94 0.28 -0.56
H 2.32 1.74 0.41 0.30
H 0.79 1.41 1.14 0.30
H 0.46 -1.85 -0.29 0.36
S -2.86 -0.65 0.06 0.25
O -3.53 -1.60 -0.86 -0.56
```



Question: What is the total charge in the fifth record?
Answer: 0



Question: Among the records above, which one has the lowest calculated total energy?
Answer: C33H84ClFO19



Question: total charge of number 4 (C6H10O)?
Answer: 0



What did the fourth record say?
Formula: C6H10O
Source: the Open Molecules 2025 dataset
Level of theory: ωB97M-V/def2-TZVPD

Results
E_HOMO ... -8.8 eV
Calculated total energy ... -309.8127 Ha
Structure (SMILES) ... C/C=C(/C)CC=O
Lowest unoccupied orbital energy ... 0.96 eV
Energy above the lowest of the compared OMol25 structures with the same formula, charge and spin ... 18.6 kcal per mole
Total charge ... 0

XYZ file:
```
17
Properties=species:S:1:pos:R:3:mulliken_charge:R:1
C 0.59 1.84 -0.04 0.16
C -0.90 -0.34 1.80 -1.24
H -0.20 -0.92 2.40 0.35
H -1.57 1.65 0.07 0.35
O 1.61 1.67 -0.66 -0.47
H 0.58 2.46 0.88 0.31
H 0.48 -2.24 -1.87 0.37
H -1.85 -0.89 1.79 0.27
H 0.26 -0.53 -2.25 0.25
H -1.09 0.61 2.30 0.35
H -0.84 1.00 -1.42 0.30
C -0.71 1.11 -0.34 -0.89
H 1.86 -1.14 -1.82 0.29
C 0.80 -1.23 -1.60 -1.14
C 0.45 -1.06 -0.15 -0.34
C -0.40 -0.19 0.38 0.78
H 0.93 -1.77 0.52 0.29
```